(1)
Computed, not measured: the molecule C6H10O at a distorted geometry, with ωB97M-V/def2-TZVPD.

## Properties
Molecular weight: 98.145 u
ΔE to the lowest compared entry with this formula, charge and spin: 0.8271 eV
E_tot: -8430.413 eV
Orbital gap: 10.442 eV

Last column: Löwdin charge in e.
Atoms and positions in Å:
H -2.9150 0.7745 -1.8893  0.121
H 0.7280 -1.2089 1.7115  0.103
H -1.3666 -0.7267 0.5105  0.120
O -3.6243 1.8187 -0.3640  0.047
H 3.0602 -2.0354 0.4566  0.074
H 3.1582 -1.1172 1.8794  0.067
H -0.6529 1.8985 -0.9796  0.122
H -1.2060 -0.7623 -1.1755  0.104
C 0.6242 -0.4159 -0.2336  -0.137
C 1.2672 -0.8706 0.8327  -0.169
H 3.2754 -0.2761 0.3328  0.074
C 2.7475 -1.0713 0.8678  -0.116
H 1.2319 0.0732 -0.9848  0.110
C -1.2877 1.2594 -0.3678  -0.143
H -1.4797 1.5569 0.6582  0.117
C -2.7011 1.3126 -0.9485  -0.274
C -0.8591 -0.2094 -0.3064  -0.221

Atoms 1-2, force components in eV/Å:
H 0.319 0.023 -0.255
H -0.232 -0.092 -0.094



(2)
Computed, not measured: the molecule C6H10O at a distorted geometry, with ωB97M-V/def2-TZVPD.

## Properties
Molecular weight: 98.145 u
ΔE to the lowest compared entry with this formula, charge and spin: 3.4987 eV
E_tot: -8427.742 eV
Orbital gap (alpha / beta): 9.953 / 6.705 eV

Last column: Löwdin charge in e.
Atoms and positions in Å:
H 2.4928 1.1008 -0.3108  0.087
C 0.7400 0.0785 0.3860  -0.336
H -1.7315 -1.9519 -0.2064  0.116
H 0.1714 -1.6172 1.6617  0.115
C -0.2596 1.0967 -0.3109  -0.449
H -1.3119 -0.1624 -1.7692  0.113
H -2.1240 -0.8409 1.0868  0.122
H 0.8718 0.5641 1.4104  0.173
O -0.4390 1.9346 0.6922  0.020
H 2.0697 -0.3330 -1.2746  0.083
H 2.8296 -0.5265 0.3238  0.080
C -1.4563 0.1898 -0.7409  -0.116
C 2.1248 0.0727 -0.2601  -0.040
C -0.0589 -1.0192 0.7794  -0.033
H 0.2207 1.5257 -1.2219  0.139
C -1.4387 -0.9882 0.2377  -0.185
H -2.3905 0.7570 -0.7020  0.113

Atoms 1-2, force components in eV/Å:
H -0.014 -0.157 0.000
C 0.780 1.905 1.076



(3)
Computed, not measured: the molecule C6H10O at a distorted geometry, with ωB97M-V/def2-TZVPD.

## Properties
Molecular weight: 98.145 u
ΔE to the lowest compared entry with this formula, charge and spin: 3.4854 eV
E_tot: -8427.755 eV
Orbital gap: 9.329 eV

Last column: Löwdin charge in e.
Atoms and positions in Å:
C 0.3876 1.7032 -0.1221  -0.095
H 2.4369 1.4593 0.2260  0.104
C -0.5279 -1.6443 -0.4555  -0.311
O 0.6442 -1.3428 -1.0971  -0.155
H -0.3667 -2.3955 0.3305  0.092
C 1.4182 -0.4730 0.4516  0.028
H -1.7367 1.7970 -0.1002  0.110
H 0.9940 -0.8231 1.4197  0.111
H -1.3439 -2.0288 -1.1225  0.114
C -1.1294 -0.2822 0.3795  -0.175
H 0.5186 2.7525 -0.3991  0.108
H -0.9062 -0.0888 1.4632  0.110
H 2.3077 -0.9864 0.1828  0.083
H -1.0355 0.8798 -1.4233  0.120
C -0.9506 1.0654 -0.3479  -0.206
H -2.1621 -0.5871 0.3550  0.077
C 1.4516 0.9947 0.2594  -0.117

Atoms 1-2, force components in eV/Å:
C 0.143 -0.319 -0.018
H -0.127 -0.115 0.168



(4)
Computed, not measured: the molecule C6H10O, with ωB97M-V/def2-TZVPD.

## Properties
Molecular weight: 98.145 u
ΔE to the lowest compared entry with this formula, charge and spin: 0.8606 eV
E_tot: -8430.380 eV
Orbital gap: 10.654 eV

Last column: Löwdin charge in e.
Atoms and positions in Å:
H 0.9679 -1.0632 -2.3075  0.116
C 0.2747 -0.9281 -1.4725  -0.163
H -2.4383 0.7608 -0.5907  0.104
C 0.7214 -0.1488 2.0164  -0.033
H 1.4677 -0.8787 2.3410  0.081
H -0.4713 -1.7355 -1.5306  0.121
C -0.4533 0.4042 -1.4354  -0.202
C -1.5086 0.2521 -0.3894  -0.078
H -0.2764 -0.5505 2.2197  0.082
O 0.9014 -1.0639 -0.1974  -0.103
H -0.2894 2.0436 0.1606  0.144
H 1.8277 0.6985 0.3723  0.148
H 0.8522 0.7648 2.6076  0.083
C -0.2398 0.9825 -0.0694  -0.186
H -0.6232 1.0523 -2.2920  0.139
C 0.8795 0.1596 0.5387  -0.367
H -1.5921 -0.7497 0.0286  0.114

Atoms 1-2, force components in eV/Å:
H 0.268 0.229 0.188
C 0.023 -0.004 -0.264



(5)
Computed, not measured: a cluster of 2 separate species, C6H10O in total, with ωB97M-V/def2-TZVPD.

## Properties
Molecular weight: 98.145 u
ΔE to the lowest compared entry with this formula, charge and spin: 1.1054 eV
E_tot: -8430.135 eV
Orbital gap: 9.806 eV

Last column: Löwdin charge in e.
Atoms and positions in Å:
H -0.3198 2.6547 -1.0207  0.088
H 1.5633 0.9021 1.4000  0.105
H 1.9585 -0.4151 -0.5322  0.111
C 0.0171 -1.3713 -0.5472  -0.191
H -1.3408 1.8163 -2.3525  0.090
C -0.1356 -1.7775 0.9001  -0.104
H -0.9692 -1.1328 -0.9729  0.105
H 0.4607 -2.1497 -1.1786  0.103
C 0.2120 -0.7936 1.7262  -0.100
C 0.6653 0.4383 0.9762  -0.193
H 0.1319 -0.8276 2.8092  0.099
O -1.9915 1.6689 -0.4418  -0.005
H -0.1338 1.1919 1.0014  0.086
H -0.5313 -2.7425 1.2041  0.098
H 0.7198 0.6017 -1.2491  0.074
C 0.9080 -0.1178 -0.4440  -0.198
C -1.2146 2.0539 -1.2782  -0.168

Atoms 1-2, force components in eV/Å:
H -0.155 -0.012 0.027
H -0.116 -0.100 -0.035



(6)
Computed, not measured: the molecule C6H10O, with ωB97M-V/def2-TZVPD.

## Properties
Molecular weight: 98.145 u
ΔE to the lowest compared entry with this formula, charge and spin: 0.3677 eV
E_tot: -8430.873 eV
Orbital gap: 10.514 eV

Last column: Löwdin charge in e.
Atoms and positions in Å:
C 0.8582 1.7895 -0.9980  -0.046
C 0.1531 -1.7539 -0.5038  -0.209
C -0.4350 0.7019 0.8822  -0.140
H -1.5483 -2.5897 0.6911  0.101
C -0.9634 -1.6925 0.5032  -0.075
H -0.0821 -2.4522 -1.3131  0.124
H 1.0842 -2.1085 -0.0242  0.126
H 1.6130 0.2590 0.3282  0.147
H 1.1179 2.6372 -0.3552  0.084
O 0.3661 -0.5002 -1.1121  -0.115
H 1.6439 1.6550 -1.7469  0.082
H -0.0774 2.0208 -1.5193  0.088
C -1.2438 -0.5455 1.1122  -0.097
C 0.6693 0.5239 -0.1811  -0.407
H -2.0806 -0.4739 1.8045  0.102
H 0.0317 1.0042 1.8302  0.121
H -1.1068 1.5248 0.6022  0.114

Atoms 1-2, force components in eV/Å:
C 0.036 0.030 -0.010
C -0.022 -0.205 0.045



(7)
Computed, not measured: the molecule C6H10O, with ωB97M-V/def2-TZVPD.

## Properties
Molecular weight: 98.145 u
ΔE to the lowest compared entry with this formula, charge and spin: 0.6456 eV
E_tot: -8430.595 eV
Orbital gap: 10.108 eV

Last column: Löwdin charge in e.
Atoms and positions in Å:
H 1.1372 1.8860 -0.3272  0.113
H 1.1582 -1.7077 -1.5870  0.079
H 1.4600 -1.3359 0.5872  0.095
H 0.0070 2.2180 2.0145  0.104
O 1.5173 -0.4264 0.2757  -0.050
C -0.8324 0.2734 1.6664  -0.100
H -1.8672 -0.4734 -0.0631  0.125
H -0.8499 -1.7132 0.6768  0.117
H 0.8148 -0.3236 -2.5826  0.076
C 0.4129 -0.9136 -1.7537  -0.009
C 0.1794 1.3913 -0.1471  -0.099
C -0.2159 1.4024 1.3284  -0.092
C 0.2811 -0.1546 -0.3966  -0.517
H -0.5889 1.9356 -0.7171  0.119
C -0.9128 -0.6399 0.4650  -0.136
H -0.4955 -1.4289 -2.0927  0.074
H -1.2054 0.0105 2.6531  0.101

Atoms 1-2, force components in eV/Å:
H -0.050 -0.138 -0.038
H -0.294 0.257 -0.013



(8)
Computed, not measured: a cluster of 2 separate species, C6H10O in total, with ωB97M-V/def2-TZVPD.

## Properties
Molecular weight: 98.145 u
ΔE to the lowest compared entry with this formula, charge and spin: 1.5983 eV
E_tot: -8429.642 eV
Orbital gap: 10.038 eV

Last column: Löwdin charge in e.
Atoms and positions in Å:
C 2.4756 -0.0436 0.1157  -0.302
H -1.9965 -0.7135 1.0293  0.076
C 1.3541 -0.3762 -0.7854  -0.161
H 0.9706 -2.1915 0.2016  0.073
H 0.2470 2.2653 0.8027  0.064
H 2.4647 -0.5667 1.0979  0.124
H -0.2040 0.7627 1.7893  0.067
C -2.1856 -0.1507 0.1090  -0.117
H 0.0311 -1.9188 -1.3754  0.063
C 0.7470 -1.5508 -0.6496  0.015
H 1.1422 0.3261 -1.5878  0.116
C -0.3958 1.3975 0.9248  -0.037
H -3.2537 0.0898 0.0624  0.073
H -1.9698 -0.8150 -0.7389  0.059
C -1.3360 1.0821 0.0398  -0.257
O 3.3860 0.6867 -0.1992  0.045
H -1.4769 1.7167 -0.8360  0.099

Atoms 1-2, force components in eV/Å:
C 0.257 0.126 -0.099
H -0.029 0.107 -0.122